The following is a quantum chemistry calculation of a cluster of 4 separate species, C26H49O9S in total in a non-equilibrium geometry, from the OMol25 dataset.

Structure (XYZ):
```
85
Properties=species:S:1:pos:R:3:forces:R:3:lowdin_charge:R:1
C 0.744 -4.541 1.908 0.4 0.7 0.0 -0.061
C 1.855 -3.718 2.676 -1.7 -1.5 -0.4 -0.236
O 2.944 -3.554 1.775 -0.3 0.9 0.7 -0.153
C 3.431 -2.231 1.711 0.8 0.3 -1.2 -0.171
C 3.711 -1.960 0.187 0.9 -0.7 1.0 -0.147
O 3.771 -0.554 -0.116 -0.5 -0.5 -1.0 -0.182
C 3.091 -0.243 -1.305 0.8 0.4 1.6 -0.306
S 1.378 0.356 -0.835 -0.5 0.1 -0.4 1.159
C 0.334 -1.102 -0.468 -0.7 -1.0 -0.2 -0.328
C -0.499 -1.568 -1.703 0.2 -0.3 -0.3 -0.218
C -1.538 -2.651 -1.238 -0.1 1.8 0.3 -0.129
C -2.818 -1.894 -0.733 0.7 -1.1 -0.5 -0.232
O -3.886 -2.821 -0.813 0.1 0.5 0.8 -0.192
C -4.841 -2.598 0.218 -0.2 -0.1 -0.1 -0.107
C 1.630 1.211 0.768 0.2 0.0 0.4 -0.295
C 0.445 2.157 1.193 -0.1 -0.6 0.6 -0.408
C 0.144 1.811 2.699 0.1 -0.2 -0.8 -0.058
C -0.874 1.970 0.389 0.0 1.0 0.6 -0.089
H -0.268 -4.149 2.118 0.4 -0.3 0.1 0.068
H 0.935 -4.375 0.827 -0.2 -0.4 0.5 0.063
H 0.781 -5.615 2.149 0.0 0.4 -0.3 0.075
H 2.138 -4.309 3.566 0.2 0.6 -0.3 0.122
H 1.375 -2.775 2.992 0.7 -0.1 -0.1 0.109
H 2.754 -1.463 2.128 0.0 -0.5 -0.2 0.108
H 4.406 -2.149 2.228 -0.5 0.0 0.0 0.136
H 4.727 -2.369 0.001 -0.6 0.1 -0.2 0.141
H 2.989 -2.497 -0.455 0.2 0.3 0.4 0.116
H 3.604 0.637 -1.733 -0.6 -0.3 0.0 0.118
H 3.043 -1.081 -2.019 -0.3 0.4 0.2 0.123
H 0.895 -1.979 -0.094 0.2 0.7 0.0 0.087
H -0.394 -0.826 0.319 0.7 0.3 -0.3 0.088
H -0.995 -0.695 -2.173 0.1 -0.5 0.3 0.112
H 0.122 -2.029 -2.494 0.0 0.3 0.5 0.101
H -1.822 -3.321 -2.060 0.2 0.3 0.3 0.099
H -1.067 -3.200 -0.401 -0.5 -0.1 -0.4 0.104
H -3.043 -1.035 -1.395 0.2 -0.2 0.3 0.131
H -2.627 -1.546 0.305 -0.4 0.0 -0.4 0.115
H -4.400 -2.844 1.209 -0.3 0.1 -0.4 0.092
H -5.699 -3.255 -0.005 0.4 0.3 0.3 0.096
H -5.181 -1.542 0.230 0.1 -0.5 0.0 0.092
H 2.582 1.770 0.682 -0.5 -0.4 -0.1 0.112
H 1.788 0.436 1.540 0.0 0.2 -0.5 0.078
H 0.836 3.190 1.170 -0.4 -0.4 -0.4 0.135
H -0.587 2.511 3.152 0.6 -0.4 -0.2 0.078
H -0.287 0.784 2.685 0.2 0.6 0.3 0.085
H 1.087 1.779 3.278 -0.6 0.2 -0.1 0.093
H -1.389 1.044 0.706 0.3 0.3 -0.4 0.071
H -0.768 2.063 -0.706 0.0 -0.2 0.4 0.062
H -1.548 2.795 0.700 0.3 -0.4 -0.2 0.099
O -2.233 -3.006 -4.743 0.1 0.0 0.4 0.133
C -1.349 -3.798 -4.884 -0.3 0.4 -0.5 -0.484
O -0.463 -4.103 -3.899 0.1 0.0 0.0 -0.013
C 0.540 -4.999 -4.413 0.3 -0.3 0.0 -0.152
C -0.098 -5.657 -5.622 0.0 -0.2 -0.3 -0.152
C -1.013 -4.558 -6.142 0.2 -0.5 0.1 -0.069
H 1.426 -4.415 -4.677 0.0 0.0 0.0 0.126
H 0.809 -5.722 -3.645 -0.1 0.2 0.1 0.127
H 0.628 -6.010 -6.352 0.0 0.0 0.1 0.121
H -0.698 -6.512 -5.304 0.1 0.0 0.0 0.124
H -0.495 -3.888 -6.831 -0.1 0.0 0.0 0.136
H -1.911 -4.958 -6.605 0.0 0.3 -0.1 0.132
O -0.852 6.439 -2.448 0.1 -0.1 0.4 0.142
C 0.032 5.650 -2.582 -0.4 0.5 -0.4 -0.484
O 0.924 5.349 -1.598 0.0 -0.1 0.1 0.024
C 1.918 4.452 -2.106 0.2 0.0 0.0 -0.164
C 1.275 3.784 -3.307 0.1 -0.3 -0.3 -0.166
C 0.361 4.878 -3.837 0.2 -0.5 0.1 -0.069
H 2.805 5.030 -2.377 0.0 0.0 0.0 0.133
H 2.190 3.735 -1.330 0.0 0.2 0.1 0.105
H 1.999 3.422 -4.037 0.0 0.0 0.1 0.118
H 0.672 2.932 -2.978 0.0 0.0 0.0 0.100
H 0.877 5.539 -4.535 -0.1 0.0 0.0 0.138
H -0.539 4.473 -4.292 0.0 0.3 -0.1 0.130
O 0.436 3.418 6.141 -0.1 -0.2 -0.3 0.120
C -0.535 4.109 6.037 0.6 0.1 0.3 -0.489
O -1.372 4.058 4.970 0.0 -0.1 0.0 0.001
C -2.373 5.085 5.092 -0.3 0.2 -0.1 -0.154
C -2.426 5.414 6.571 -0.1 0.2 0.3 -0.156
C -0.988 5.173 7.005 -0.6 0.0 0.0 -0.074
H -2.068 5.941 4.485 0.0 0.0 0.0 0.129
H -3.326 4.710 4.719 0.2 -0.1 -0.1 0.126
H -2.786 6.421 6.774 0.0 0.0 -0.1 0.120
H -3.087 4.711 7.084 0.0 0.0 0.0 0.122
H -0.366 6.060 6.871 0.1 -0.1 0.1 0.136
H -0.925 4.816 8.030 0.3 0.1 0.0 0.130
```
Positions in Å, forces in eV/Å.

HOMO energy: -11.91 eV
energy above the lowest of the compared OMol25 structures with the same formula, charge and spin: 0.000 eV
total charge: +1

***

The following is a quantum chemistry calculation of an isolated molecule of C4H5FO2 in a non-equilibrium geometry, from the OMol25 dataset.

Structure (XYZ):
```
12
Properties=species:S:1:pos:R:3:forces:R:3:nbo_charge:R:1
C -0.586 0.781 1.377 -2.2 -1.3 4.1 -0.656
C -0.804 -0.604 0.728 1.7 -0.2 -1.9 -0.193
C 0.007 -0.990 -0.344 -2.8 1.2 1.3 0.240
F -0.294 -2.191 -0.876 0.3 -0.5 0.3 -0.325
C 0.882 -0.275 -1.384 -1.0 -1.6 1.3 0.720
O 1.393 -0.980 -2.216 0.3 1.4 0.0 -0.552
O 0.912 1.065 -1.296 2.2 -0.1 -2.5 -0.668
H -0.165 0.559 2.453 -0.2 0.4 -2.0 0.223
H 0.099 1.338 0.819 0.9 0.9 -0.6 0.232
H -1.501 1.465 1.752 1.6 -1.8 -1.6 0.233
H -1.483 -1.454 1.083 0.9 1.7 -0.3 0.239
H 1.540 1.285 -2.096 -1.6 -0.1 2.0 0.507
```
Positions in Å, forces in eV/Å.

HOMO energy: -9.54 eV
energy above the lowest of the compared OMol25 structures with the same formula, charge and spin: 1.467 eV
SMILES: C/C=C(/F)C(=O)O

***

The following is a quantum chemistry calculation of a cluster of 2 separate species, C2H2N2OS2 in total in a non-equilibrium geometry, from the OMol25 dataset.

Structure (XYZ):
```
9
Properties=species:S:1:pos:R:3:forces:R:3:nbo_charge:R:1
C 0.331 0.472 -0.351 1.0 3.5 1.2 -0.115
C 1.588 -1.158 0.340 -0.2 -1.3 0.3 0.366
N -0.967 0.226 -0.081 1.3 -2.6 -0.7 -0.344
N -1.790 1.135 -0.387 -3.8 0.3 -0.6 -0.340
O 0.682 -1.839 0.607 -1.2 -0.4 0.3 -0.533
S 0.951 1.928 0.054 0.0 -1.2 -0.8 0.152
S 3.051 -0.717 0.221 2.1 0.6 -0.3 0.069
H -1.052 -0.800 0.100 -1.1 0.8 0.0 0.418
H -2.794 0.754 -0.504 1.9 0.3 0.5 0.327
```
Positions in Å, forces in eV/Å.

HOMO energy (alpha / beta): -8.70 / -8.57 eV
energy above the lowest of the compared OMol25 structures with the same formula, charge and spin: 3.841 eV